An isolated molecule of C20H21N3O5S. Source: OMol25; level of theory: ωB97M-V/def2-TZVPD.

* orbital gap: 6.9 eV
* total charge: 0
* SMILES: COc1ccc(N2CCN(C(=O)CN3C(=O)c4ccccc4S3(=O)=O)CC2)cc1
* multiplicity: 1
* energy above the lowest of the compared OMol25 structures with the same formula, charge and spin: 2.412 eV

The geometry in XYZ format:
```
50
C20H21N3O5S | OMol25 | ωB97M-V/def2-TZVPD
S 3.694 0.497 -1.117
O 2.377 0.485 -1.673
O 4.701 1.269 -1.761
O 3.660 0.003 2.613
O -6.806 -1.108 0.146
O 2.174 3.849 -0.497
N 3.590 0.933 0.531
N -1.512 0.617 0.087
N 0.900 2.183 0.305
C 4.590 -2.188 -1.545
C 3.277 2.284 0.927
C 4.534 -2.518 1.243
C -0.216 2.591 -0.530
C -4.786 -0.563 -1.131
C -2.832 0.204 0.088
C -4.869 -0.384 1.251
C 2.067 2.837 0.168
C 4.942 -3.402 -0.964
C -7.491 -1.418 -1.040
C 3.789 -0.084 1.412
C -0.792 0.772 1.329
C 0.696 0.953 1.040
C 4.220 -1.158 -0.712
C -0.958 1.356 -1.031
C -5.504 -0.692 0.051
C 4.912 -3.563 0.414
C -3.472 -0.131 -1.107
C -3.564 0.058 1.272
C 4.187 -1.305 0.665
H 4.607 -2.049 -2.614
H 4.124 2.935 0.684
H 5.241 -4.226 -1.594
H -7.553 -0.552 -1.709
H -5.232 -0.804 -2.083
H 5.189 -4.513 0.845
H -7.023 -2.253 -1.572
H -0.893 3.237 0.042
H -3.121 0.300 2.225
H 1.244 0.981 1.985
H -2.936 -0.074 -2.041
H -1.152 1.631 1.918
H 4.508 -2.622 2.317
H -0.924 -0.133 1.929
H 1.048 0.096 0.452
H -1.762 1.677 -1.695
H -8.496 -1.707 -0.735
H -5.426 -0.489 2.168
H 3.113 2.289 2.010
H -0.254 0.735 -1.601
H 0.188 3.166 -1.365
```

=====

A structure of composition C20H21N3O7RhSe at a distorted geometry. Source: OMol25; level of theory: ωB97M-V/def2-TZVPD.

* orbital gap (alpha / beta): 6.6 / 6.2 eV
* total charge: -1
* multiplicity: 1
* energy above the lowest of the compared OMol25 structures with the same formula, charge and spin: 2.178 eV

The geometry in XYZ format:
```
53
C20H21N3O7RhSe | OMol25 | ωB97M-V/def2-TZVPD
Rh -0.464 -0.754 -0.606
Se 1.290 0.820 -1.021
O -1.382 -1.723 3.410
O 0.150 -2.088 -2.297
O 3.178 -6.580 2.081
O -0.313 -1.556 1.474
O 1.415 -3.646 -3.234
O -4.692 -0.461 -0.246
O 4.293 -5.461 0.623
N 3.249 -5.777 1.166
N -2.459 -0.511 0.217
N -1.935 -0.121 -2.425
C -3.160 0.436 -1.881
C 0.747 4.102 1.527
C 0.712 1.636 1.968
C 2.023 -4.512 -0.517
C -0.280 -4.663 1.046
C 0.828 -3.162 -2.279
C 0.857 -3.900 -0.942
C 0.884 -5.260 1.489
C -0.293 -3.976 -0.160
C 0.831 5.205 0.689
C 1.022 2.602 -0.329
C 0.966 4.982 -0.675
C 0.782 6.603 1.233
C -2.677 -1.101 1.506
C -1.334 -1.494 2.213
C 1.220 3.532 -2.675
C 1.066 3.702 -1.196
C 2.034 -5.175 0.706
C -3.519 -0.252 -0.543
C 0.836 2.803 1.046
H 0.038 7.202 0.708
H -3.212 -0.408 2.169
H -0.171 1.051 1.694
H 0.919 -5.782 2.434
H 1.568 0.965 1.885
H 2.909 -4.483 -1.136
H 0.549 6.607 2.295
H -2.073 -1.035 -2.851
H 1.749 7.086 1.096
H 0.859 2.551 -2.978
H 0.602 4.254 2.587
H -1.485 0.486 -3.099
H 0.996 5.825 -1.353
H 0.611 1.943 3.005
H -1.177 -4.722 1.645
H -1.206 -3.517 -0.523
H -2.994 1.497 -1.661
H 0.665 4.303 -3.206
H -3.274 -2.021 1.440
H 2.270 3.602 -2.959
H -4.020 0.347 -2.559
```

=====

A structure of composition C20H21N5O6RhS at a distorted geometry. Source: OMol25; level of theory: ωB97M-V/def2-TZVPD.

* orbital gap (alpha / beta): 6.2 / 6.4 eV
* total charge: +1
* multiplicity: 1
* energy above the lowest of the compared OMol25 structures with the same formula, charge and spin: 0.569 eV

The geometry in XYZ format:
```
54
C20H21N5O6RhS | OMol25 | ωB97M-V/def2-TZVPD
Rh -1.089 -0.197 0.326
S -3.326 -0.139 0.524
O -2.237 -4.699 5.444
O 3.984 5.406 2.354
O 5.057 3.535 2.316
O -4.445 -4.520 5.462
O -0.622 1.748 0.427
O 0.891 -0.643 0.468
N -0.982 -0.499 -1.665
N 0.298 0.190 -3.633
N -0.294 -2.134 -3.340
N -1.995 -0.504 -3.877
N 4.064 4.212 2.161
C -0.512 -1.916 -1.935
C 0.080 0.440 -2.238
C 0.519 3.650 1.108
C -0.955 0.407 -4.358
C -4.286 -2.175 3.847
C -2.391 -2.358 1.824
C 0.496 2.257 0.852
C 1.805 0.137 0.815
C -3.398 -4.183 5.000
C -3.313 -3.174 3.883
C -3.331 -1.322 1.808
C 2.842 3.525 1.710
C 1.702 1.525 1.045
C 0.728 -1.198 -3.821
C -4.284 -1.243 2.830
C 1.661 4.269 1.528
C 2.878 2.191 1.475
C -1.543 -1.885 -4.068
C -2.241 -0.274 -2.482
C -2.365 -3.265 2.874
H -5.015 -0.445 2.814
H 0.410 -2.061 -1.374
H 0.903 -1.377 -4.881
H -1.377 -2.062 -5.130
H -1.282 1.438 -4.217
H -2.563 0.752 -2.305
H 1.680 5.332 1.726
H -1.286 -2.590 -1.562
H -1.477 -4.239 5.068
H -1.646 -4.075 2.860
H -5.035 -2.148 4.626
H 3.801 1.644 1.619
H -2.313 -2.572 -3.714
H -2.996 -0.968 -2.113
H -0.398 4.204 0.961
H 1.659 -1.368 -3.278
H -0.272 1.457 -2.072
H -1.701 -2.495 0.991
H 2.791 -0.317 0.953
H -0.792 0.232 -5.421
H 0.993 0.269 -1.674
```

=====

A structure of composition C20H21O3Ti at a distorted geometry. Source: OMol25; level of theory: ωB97M-V/def2-TZVPD.

* orbital gap: 7.6 eV
* total charge: +1
* multiplicity: 1

The geometry in XYZ format:
```
45
C20H21O3Ti | OMol25 | ωB97M-V/def2-TZVPD
Ti -0.096 -0.087 1.651
O -1.329 -0.164 3.185
O -0.720 -0.099 -1.203
O -1.020 1.153 5.008
C 0.971 -1.830 2.835
C -1.797 -0.505 -2.032
C -0.095 2.202 2.677
C -0.325 1.327 -4.035
C -1.311 0.074 4.494
C 1.189 1.557 2.676
C -0.571 2.289 1.338
C -0.446 -0.806 -2.636
C 0.852 -0.637 -4.785
C 0.045 -0.022 -3.780
C 1.865 -1.280 1.869
C 1.305 -1.518 0.555
C -0.115 -2.453 2.125
C 0.456 1.765 0.482
C 1.578 1.398 1.300
C 0.083 -2.251 0.715
C -0.018 1.954 -5.253
C 0.666 1.275 -6.269
C -1.714 -1.016 5.441
C 1.115 -0.025 -6.017
H -1.708 -2.009 4.982
H 2.551 1.115 0.911
H -2.710 -0.772 5.816
H -0.343 2.975 -5.446
H -0.892 -3.076 2.569
H 1.798 -1.261 -0.388
H -0.581 2.653 3.539
H -0.506 -2.713 -0.074
H 1.233 -1.643 -4.601
H -2.369 -1.318 -1.582
H 0.437 1.747 -0.597
H 1.126 -1.863 3.918
H 0.029 -1.776 -2.486
H -1.023 -0.990 6.289
H 1.644 -0.579 -6.796
H -2.343 0.302 -2.514
H 1.775 1.297 3.559
H 0.863 1.742 -7.233
H 2.828 -0.799 2.072
H -0.889 1.887 -3.284
H -1.484 2.780 1.004
```

=====

A structure of composition C20H22BN7O3RuS2. Source: OMol25; level of theory: ωB97M-V/def2-TZVPD.

* orbital gap (alpha / beta): 7.6 / 6.1 eV
* total charge: +1
* multiplicity: 6
* energy above the lowest of the compared OMol25 structures with the same formula, charge and spin: 1.510 eV

The geometry in XYZ format:
```
56
C20H22BN7O3RuS2 | OMol25 | ωB97M-V/def2-TZVPD
Ru -0.227 -0.196 0.122
S -2.277 -1.672 -0.028
S 0.886 -2.664 -0.058
O 2.305 2.658 1.891
O -0.032 4.013 1.198
O -0.719 -0.236 2.485
N 0.464 1.788 0.755
N -0.913 -4.231 1.370
N -1.753 -2.553 -2.574
N -2.067 1.478 -0.143
N 2.062 0.119 -0.533
N 0.521 -3.142 2.592
N -1.789 -4.142 -1.094
C -1.901 -2.827 -1.259
C -1.553 -4.716 -2.323
C -4.034 3.392 0.324
C -1.162 -4.530 2.688
C 4.032 0.901 0.565
C -1.713 -1.235 -3.177
C -1.528 -3.737 -3.249
C 4.190 -0.785 -1.117
C 1.636 -2.296 2.996
C 2.820 -0.712 -1.260
C -2.723 3.619 0.704
C 1.803 1.897 1.106
C -1.777 2.643 0.452
C 0.117 -3.380 1.315
C -0.354 2.900 0.867
C 2.667 0.920 0.351
C 4.807 0.025 -0.175
C -4.343 2.197 -0.306
C -0.272 -3.864 3.454
C -3.339 1.272 -0.517
B -1.763 -4.955 0.247
H -1.422 -5.779 -2.429
H -1.237 -6.012 0.000
H -1.387 -3.778 -4.316
H -1.387 -1.334 -4.209
H 2.310 -1.327 -1.990
H 4.448 1.584 1.294
H 1.607 -1.353 2.467
H -4.798 4.135 0.513
H -1.001 -0.603 -2.667
H -2.402 4.531 1.189
H 4.756 -1.474 -1.729
H -2.687 -0.754 -3.151
H 5.879 -0.020 -0.028
H -3.556 0.329 -0.992
H 2.584 -2.783 2.776
H -1.664 -0.332 2.661
H 1.558 -2.111 4.063
H -2.884 -5.071 0.680
H -0.130 -3.846 4.522
H -5.350 1.974 -0.632
H -1.955 -5.202 2.972
H -0.449 0.615 2.859
```

=====

A structure of composition C20H22BaN2O3 at a distorted geometry. Source: OMol25; level of theory: ωB97M-V/def2-TZVPD.

* orbital gap: 5.0 eV
* total charge: 0
* multiplicity: 1
* energy above the lowest of the compared OMol25 structures with the same formula, charge and spin: 0.000 eV

The geometry in XYZ format:
```
48
C20H22BaN2O3 | OMol25 | ωB97M-V/def2-TZVPD
Ba -0.431 -0.044 -0.930
O 1.301 0.970 0.579
O 3.711 1.398 1.033
O -0.320 2.311 1.364
N -1.395 -2.585 0.455
N -2.643 -0.256 0.342
C 4.028 4.693 2.521
C -3.304 -1.216 1.021
C 1.664 4.188 2.257
C -4.415 1.310 0.781
C -2.457 -4.866 1.765
C -3.148 -3.649 1.737
C 1.976 2.951 1.696
C -2.602 -2.524 1.081
C 4.370 3.465 1.956
C 3.350 2.584 1.547
C -3.175 0.975 0.237
C 1.442 -1.973 -1.288
C -5.129 0.333 1.483
C 2.678 5.061 2.674
C -4.563 -0.945 1.603
C 2.129 -1.137 -5.530
C -0.735 -3.758 0.483
C -1.216 -4.921 1.120
C 1.675 0.312 -5.368
C 0.896 2.047 1.215
H -2.575 1.726 -0.296
H -4.799 2.323 0.657
H 2.120 -1.429 -6.584
H -0.618 -5.827 1.096
H 3.150 -1.277 -5.166
H 1.483 -1.831 -4.988
H 5.407 3.151 1.826
H 0.220 -3.770 -0.027
H 4.821 5.366 2.845
H 0.606 4.439 2.354
H 1.527 0.580 -4.318
H -2.862 -5.735 2.266
H -5.091 -1.725 2.141
H 2.825 0.975 0.770
H 2.018 -1.192 -1.840
H 0.740 0.492 -5.903
H 2.422 0.995 -5.782
H 0.954 -2.781 -1.878
H -4.125 -3.554 2.225
H 2.398 6.021 3.116
H -6.100 0.574 1.923
H 1.797 -2.245 -0.269
```